Here is 2 unconnected molecules or ions with the total composition C4H13NO2 at a distorted geometry from the OMol25 dataset. Energies are from ωB97M-V with the def2-TZVPD basis set.

Bonds (Å) are listed after each position.
Positions of all 20 atoms, in Å:
1 H -1.75 -0.80 -0.35  C9 1.093
2 N -0.76 0.64 -1.48  C9 1.479, C10 1.478, H14 1.013
3 C -0.18 -1.30 1.81  C7 1.524, H15 1.093, H16 1.092, H20 1.084
4 H -0.13 1.20 -3.44  C10 1.090
5 H -0.24 -1.41 -1.03  C9 1.102
6 O 1.36 2.00 2.68  H11 0.967, H17 0.960
7 C -0.04 -0.24 0.72  C3 1.524, C9 1.489, H12 1.099, O19 1.450
8 H 0.71 -0.22 -2.75  C10 1.089
9 C -0.71 -0.53 -0.57  H1 1.093, N2 1.479, H5 1.102, C7 1.489
10 C -0.24 0.31 -2.82  N2 1.478, H4 1.090, H8 1.089, H18 1.102
11 H 1.44 2.90 2.35  O6 0.967
12 H -0.48 0.66 1.16  C7 1.099
13 H 1.76 -0.49 0.04  O19 0.946
14 H -1.74 0.74 -1.69  N2 1.013
15 H -1.22 -1.62 1.86  C3 1.093
16 H 0.40 -2.21 1.64  C3 1.092
17 H 1.28 1.39 1.94  O6 0.960
18 H -0.92 -0.33 -3.41  C10 1.102
19 O 1.35 0.16 0.58  C7 1.450, H13 0.946
20 H 0.10 -0.85 2.76  C3 1.084

Its multiplicity is 1. As for the structure (SMILES): CNC[C@@H](C)O.O. The electronic energy comes out at -365.40683 Ha. The energy above the lowest of the compared OMol25 structures with the same formula, charge and spin is 93.6 kJ/mol. The calculation puts the gap between HOMO and LUMO at 10.23 eV. Its HOMO energy is -9.434 eV.